# 1
The following is a quantum chemistry calculation of a structure of composition C42H39F9GaO8P2S in a non-equilibrium geometry, from the Open Molecules 2025 dataset.

Charge   -1
Orbital gap   4.404 eV
E_HOMO   -4.15 eV
LUMO energy   0.3 eV
DFT total energy   -6130.2452 hartree

XYZ file:
```
102
C42H39F9GaO8P2S (wB97M-V/def2-TZVPD)
C -4.94 1.88 4.19
C -4.75 3.19 3.31
P -3.28 3.16 2.12
C -3.92 4.04 0.54
C -2.99 5.31 0.19
Ga -2.68 0.92 1.56
C -4.42 0.01 0.94
C -4.57 -1.54 1.33
C -3.39 -2.47 0.79
C -3.98 -3.96 0.71
O -3.96 -4.61 -0.35
O -4.52 -4.62 1.86
P -1.26 1.11 -0.31
C -2.23 1.80 -1.81
C -0.04 2.54 0.10
S -1.68 -0.04 3.42
O -1.77 0.97 4.55
O -2.53 -1.23 3.84
C 0.07 -0.66 3.12
F -0.08 -1.91 2.45
F 0.70 0.19 2.21
C 0.92 -0.97 4.44
F 1.65 -2.17 4.31
F -0.04 -1.25 5.45
C 1.79 0.24 5.00
F 1.07 1.40 5.26
F 2.30 -0.19 6.26
C 3.06 0.65 4.12
F 2.75 1.81 3.39
F 4.15 1.02 4.94
F 3.50 -0.33 3.24
H -4.82 0.92 3.59
H -6.03 1.88 4.57
H -4.27 1.87 5.11
H -4.55 4.06 4.04
H -5.70 3.46 2.73
H -4.97 4.45 0.78
H -4.07 3.33 -0.34
H -2.91 5.52 -0.93
H -1.92 5.15 0.57
H -3.47 6.24 0.66
H -4.43 0.06 -0.21
H -5.31 0.61 1.30
H -4.75 -1.70 2.45
H -5.53 -1.91 0.82
H -2.50 -2.53 1.51
H -2.99 -2.15 -0.22
H -5.29 -4.06 2.10
H -2.33 2.94 -1.73
H -1.58 1.63 -2.74
H -3.27 1.36 -1.92
H -0.24 2.90 1.16
H -0.06 3.37 -0.67
H 1.00 2.05 0.12
C 12.44 -0.61 1.84
C 11.65 0.49 1.52
C 10.30 0.50 1.86
C 9.74 -0.60 2.51
C 10.53 -1.71 2.81
C 11.89 -1.70 2.48
C 9.94 -2.90 3.46
O 10.63 -3.87 3.73
C 8.49 -2.90 3.77
C 7.90 -4.03 4.33
C 6.55 -4.04 4.64
C 5.78 -2.90 4.40
C 6.35 -1.77 3.84
C 7.71 -1.77 3.51
C 8.31 -0.57 2.88
O 7.63 0.42 2.67
H 13.50 -0.61 1.58
H 12.08 1.34 1.00
H 9.69 1.36 1.61
H 12.51 -2.56 2.73
H 8.50 -4.92 4.52
H 6.09 -4.92 5.07
H 4.72 -2.90 4.65
H 5.75 -0.89 3.65
C -6.08 2.96 -8.80
C -6.42 3.04 -7.45
C -5.93 2.09 -6.56
C -5.11 1.06 -7.01
C -4.80 0.96 -8.36
C -5.27 1.92 -9.26
C -3.97 -0.16 -8.87
O -3.69 -0.24 -10.05
C -3.50 -1.19 -7.91
C -2.77 -2.28 -8.37
C -2.31 -3.24 -7.48
C -2.57 -3.11 -6.12
C -3.30 -2.02 -5.65
C -3.78 -1.07 -6.55
C -4.59 0.07 -6.04
O -4.82 0.18 -4.85
H -6.45 3.70 -9.50
H -7.06 3.84 -7.10
H -6.19 2.16 -5.51
H -5.02 1.86 -10.31
H -2.55 -2.38 -9.43
H -1.74 -4.09 -7.84
H -2.21 -3.86 -5.42
H -3.51 -1.93 -4.59
```


# 2
The following is a quantum chemistry calculation of a structure of composition C42H40AsN8O8RbS in a non-equilibrium geometry, from the Open Molecules 2025 dataset.

Charge   -2
ΔE to the lowest compared entry with this formula, charge and spin   67.6 kJ/mol
Orbital gap   7.211 eV
E_HOMO   -3.41 eV
LUMO energy   3.8 eV
DFT total energy   -5322.6831 hartree

XYZ file:
```
101
C42H40AsN8O8RbS (wB97M-V/def2-TZVPD)
Rb -1.46 -0.37 0.50
C 2.11 -1.57 -2.72
C 2.50 -0.11 -2.46
N 2.80 0.27 -1.08
C 3.93 -0.37 -0.43
C 3.67 -1.68 0.30
C 4.72 -2.52 0.65
C 4.44 -3.71 1.28
C 3.12 -4.06 1.50
C 2.11 -3.16 1.13
C 0.65 -3.52 1.36
N -0.26 -3.07 0.33
C -0.30 -3.84 -0.90
C 0.83 -3.45 -1.87
N 1.05 -2.03 -1.85
N 2.41 -1.98 0.59
H 2.98 -2.21 -2.53
H 1.87 -1.68 -3.80
H 1.69 0.54 -2.78
H 3.39 0.12 -3.07
H 1.97 0.16 -0.51
H 4.34 0.34 0.30
H 4.71 -0.53 -1.18
H 5.75 -2.23 0.43
H 5.24 -4.39 1.58
H 2.85 -5.01 1.94
H 0.37 -3.04 2.30
H 0.60 -4.62 1.50
H -1.19 -2.99 0.71
H -1.26 -3.62 -1.38
H -0.24 -4.92 -0.71
H 0.58 -3.84 -2.87
H 1.77 -3.93 -1.56
H 0.17 -1.52 -1.92
C 2.21 2.36 3.79
C 2.40 3.71 3.61
C 2.01 4.29 2.41
C 1.43 3.49 1.43
N 1.24 2.19 1.61
C 1.63 1.64 2.76
C 0.96 4.07 0.13
C 1.17 5.41 -0.18
C 0.72 5.89 -1.39
C 0.06 5.04 -2.26
C -0.15 3.71 -1.86
N 0.31 3.26 -0.70
C -0.91 2.77 -2.73
C -1.74 3.24 -3.74
C -2.44 2.34 -4.52
C -2.30 0.99 -4.27
C -1.44 0.60 -3.25
N -0.75 1.46 -2.51
H 2.45 1.87 4.72
H 2.84 4.32 4.39
H 2.15 5.35 2.27
H 1.43 0.57 2.86
H 1.66 6.08 0.51
H 0.88 6.93 -1.67
H -0.28 5.39 -3.22
H -1.88 4.30 -3.89
H -3.11 2.68 -5.30
H -2.85 0.24 -4.82
H -1.32 -0.45 -3.01
O -3.99 -1.91 0.84
As -3.97 -2.12 -0.92
O -4.32 -3.70 -1.21
O -2.54 -1.62 -1.56
C -5.40 -1.03 -1.69
C -6.32 -1.74 -2.46
C -7.27 -1.08 -3.23
C -7.29 0.31 -3.25
C -6.38 1.02 -2.48
C -5.44 0.35 -1.70
S -4.46 1.43 -0.65
O -3.72 2.29 -1.56
O -5.47 2.13 0.13
O -3.58 0.60 0.18
H -3.81 -0.95 0.83
H -6.25 -2.82 -2.45
H -7.98 -1.65 -3.81
H -8.02 0.84 -3.85
H -6.38 2.10 -2.46
O 0.54 -0.27 5.16
C -0.23 -0.37 4.18
O -0.32 -1.28 3.33
C -1.22 0.80 4.01
C -2.01 1.19 5.13
C -2.91 2.20 4.98
C -3.04 2.84 3.73
C -3.96 3.88 3.47
C -4.06 4.44 2.23
C -3.22 3.99 1.19
C -2.31 3.00 1.40
C -2.20 2.40 2.68
N -1.30 1.39 2.85
H -1.87 0.67 6.07
H -3.54 2.52 5.81
H -4.62 4.21 4.28
H -4.79 5.22 2.03
H -3.33 4.41 0.19
H -1.67 2.63 0.61
```


# 3
The following is a quantum chemistry calculation of a structure of composition C42H40BrIN6O3PbS, from the Open Molecules 2025 dataset.

ΔE to the lowest compared entry with this formula, charge and spin   0.0 kJ/mol
Orbital gap   6.082 eV
E_HOMO   -6.82 eV
LUMO energy   -0.7 eV
DFT total energy   -5641.4851 hartree

XYZ file:
```
95
C42H40BrIN6O3PbS (wB97M-V/def2-TZVPD)
Pb -1.11 -0.62 0.37
Br -7.62 3.36 -2.16
C -6.53 1.95 -1.53
C -5.16 2.13 -1.44
C -4.37 1.10 -0.97
C -4.95 -0.12 -0.62
C -6.33 -0.28 -0.69
C -7.13 0.76 -1.15
N -4.09 -1.13 -0.13
C -4.30 -2.34 -0.40
C -3.43 -3.42 0.14
C -3.79 -4.74 -0.08
C -2.99 -5.75 0.43
C -1.86 -5.41 1.14
C -1.57 -4.06 1.31
N -2.33 -3.08 0.83
H -4.71 3.07 -1.73
H -3.30 1.23 -0.88
H -6.79 -1.20 -0.37
H -8.20 0.64 -1.21
H -5.11 -2.68 -1.05
H -4.68 -4.96 -0.65
H -3.25 -6.79 0.27
H -1.21 -6.16 1.56
H -0.67 -3.75 1.84
C 8.34 5.64 3.54
C 7.19 4.68 3.35
O 7.31 3.49 3.41
S 5.64 5.53 3.06
C 4.51 4.17 2.96
C 4.49 3.34 1.85
C 3.61 2.28 1.79
C 2.73 2.02 2.84
C 2.74 2.88 3.95
C 3.63 3.93 4.01
C 1.81 0.92 2.77
C 1.02 0.02 2.68
H 9.26 5.17 3.19
H 8.44 5.84 4.61
H 8.17 6.58 3.03
H 5.16 3.54 1.02
H 3.57 1.65 0.91
H 2.05 2.70 4.76
H 3.64 4.59 4.87
O 2.09 0.14 -2.30
C 0.93 0.58 -2.27
O 0.23 0.84 -1.24
C 0.25 0.84 -3.61
C 0.99 0.84 -4.78
C 0.37 1.04 -6.01
C -1.00 1.25 -6.07
C -1.75 1.25 -4.90
C -1.12 1.06 -3.67
H 2.06 0.66 -4.71
H 0.96 1.04 -6.92
H -1.48 1.40 -7.02
H -2.82 1.41 -4.94
H -1.69 1.07 -2.75
C 4.46 -2.30 -0.69
C 3.69 -1.22 0.02
N 2.31 -1.66 0.16
C 1.63 -2.22 -0.89
N 0.32 -2.22 -0.87
C -0.41 -2.74 -2.01
C 0.35 -3.85 -2.72
C 1.72 -3.30 -3.05
N 2.38 -2.87 -1.83
C 3.79 -2.55 -2.02
H 4.45 -3.22 -0.09
H 5.50 -2.00 -0.84
H 3.72 -0.29 -0.57
H 4.08 -1.02 1.02
H 1.75 -0.99 0.66
H -0.61 -1.94 -2.73
H -1.38 -3.11 -1.66
H -0.17 -4.15 -3.63
H 0.45 -4.72 -2.07
H 1.63 -2.46 -3.75
H 2.35 -4.06 -3.52
H 3.87 -1.66 -2.65
H 4.25 -3.39 -2.55
C 0.08 -1.04 2.42
H -0.69 -1.15 3.18
H 0.59 -1.99 2.26
I -0.94 2.89 1.09
C -2.35 2.28 2.51
C -2.83 3.16 3.47
C -3.77 2.69 4.36
C -4.18 1.37 4.28
C -3.63 0.57 3.29
N -2.72 1.01 2.42
H -2.48 4.19 3.49
H -4.17 3.35 5.12
H -4.92 0.96 4.96
H -3.93 -0.47 3.18
```


Question: Look up the LUMO energy of the third one.
Answer: -0.7 eV